# 1
117
Properties=species:S:1:pos:R:3:forces:R:3 method="wB97M-V/def2-TZVPD" e_homo_ev="-1.949 / -2.002" s2=3.76 multiplicity=4 de_lowest_kj_mol=0.00 charge=-2
Co 0.4473 -1.1118 1.5010 -0.245 0.366 0.531
O -3.4971 -1.6485 2.1365 -0.048 -0.145 0.024
C -2.2704 -1.6414 2.1333 0.093 -0.073 0.136
O -1.5319 -1.3639 1.1236 -0.110 -0.050 -0.359
C -1.4503 -2.0081 3.4340 -0.118 -0.105 -0.173
O -2.0257 -2.5445 4.3787 -0.011 -0.010 -0.027
O -0.2074 -1.7241 3.3568 0.033 0.084 -0.069
S 2.6789 -1.2437 2.3084 0.246 -0.108 0.025
C 3.8780 -1.4650 1.0696 -0.031 0.067 0.039
C 5.1939 -1.7691 1.4947 0.015 0.016 -0.003
C 6.2279 -1.9712 0.6094 0.004 -0.001 0.009
C 6.0092 -1.8699 -0.7652 -0.024 -0.007 -0.006
C 4.7371 -1.5606 -1.2061 0.011 0.019 -0.019
C 3.6705 -1.3649 -0.3213 0.029 -0.135 -0.074
As 1.9000 -0.9474 -1.0436 0.230 -0.065 -0.052
C 2.6056 0.1872 -2.5058 -0.195 0.042 -0.043
C 2.5004 -0.1329 -3.8559 0.030 -0.067 0.032
C 3.0866 0.6714 -4.8258 -0.001 0.059 -0.033
C 3.7730 1.8197 -4.4613 -0.067 0.017 -0.042
C 3.8437 2.1726 -3.1206 0.000 0.002 0.000
C 3.2648 1.3643 -2.1549 -0.023 0.046 0.062
C 1.5552 -2.5427 -2.1444 -0.072 0.012 -0.040
C 2.4057 -3.6316 -2.2893 0.046 0.017 -0.004
C 2.0490 -4.7036 -3.1001 -0.027 -0.005 -0.015
C 0.8316 -4.7092 -3.7649 0.020 0.011 0.014
C -0.0363 -3.6356 -3.6106 -0.006 -0.002 0.013
C 0.3239 -2.5681 -2.8021 0.023 0.046 -0.048
H 5.3647 -1.8385 2.5621 0.011 0.000 -0.002
H 7.2188 -2.2024 0.9863 -0.005 -0.006 0.009
H 6.8141 -2.0237 -1.4737 0.007 0.018 0.004
H 4.5616 -1.4570 -2.2717 0.003 -0.017 -0.003
H 1.9823 -1.0322 -4.1641 0.000 -0.016 0.007
H 3.0082 0.3938 -5.8709 0.000 -0.007 0.005
H 4.2392 2.4415 -5.2166 -0.013 0.009 -0.001
H 4.3539 3.0805 -2.8219 -0.002 -0.004 0.012
H 3.3384 1.6562 -1.1144 0.002 0.000 -0.013
H 3.3529 -3.6529 -1.7646 -0.004 0.029 0.005
H 2.7284 -5.5419 -3.2056 -0.010 -0.012 0.018
H 0.5547 -5.5526 -4.3867 -0.006 0.006 -0.015
H -1.0031 -3.6374 -4.0997 0.008 0.006 -0.016
H -0.3595 -1.7338 -2.6820 -0.045 -0.015 0.029
C 1.6558 -5.3993 0.5741 0.005 -0.023 0.034
C 1.5637 -4.0933 1.0179 -0.030 -0.030 0.062
N 0.4965 -3.3246 0.7804 0.051 -0.122 -0.058
C -0.5348 -3.8577 0.1339 -0.041 -0.063 -0.145
C -0.5403 -5.1688 -0.3483 0.088 -0.018 0.110
C 0.6014 -5.9321 -0.1447 -0.066 -0.037 0.040
C -1.6455 -5.7002 -1.1571 -0.030 0.091 -0.085
C -2.9677 -5.5557 -1.0285 0.022 -0.123 0.013
C -3.7616 -5.0729 0.1145 -0.021 0.083 0.067
C -5.1413 -4.9471 -0.0243 0.030 0.036 -0.054
C -5.8679 -4.7094 1.1263 0.004 0.004 0.035
N -5.3012 -4.5612 2.3161 0.089 0.080 -0.024
C -3.9649 -4.5845 2.3259 -0.012 0.072 0.026
N -3.1755 -4.8682 1.2936 -0.006 -0.048 0.015
H 2.5498 -5.9743 0.7767 0.003 0.000 -0.004
H 2.3583 -3.6222 1.5837 -0.003 0.024 -0.004
H -1.3797 -3.2009 -0.0313 0.025 0.053 0.045
H 0.6507 -6.9433 -0.5357 0.010 0.005 -0.013
H -1.3188 -6.2779 -2.0194 0.029 0.117 -0.067
H -3.5742 -5.9523 -1.8378 -0.009 -0.045 0.030
H -5.6182 -5.0505 -0.9905 -0.027 -0.049 0.025
H -6.9524 -4.6488 1.0970 0.001 -0.003 -0.018
H -3.4752 -4.3581 3.2666 0.023 0.055 -0.002
C -4.6666 5.3036 4.7595 0.014 -0.016 -0.030
C -3.9146 4.4294 3.7896 -0.014 0.024 0.035
C -3.2757 3.2744 4.2014 0.004 0.015 0.020
C -2.5594 2.4675 3.3176 0.128 -0.036 -0.023
C -2.0593 1.1446 3.8432 0.021 0.086 -0.028
C -2.3955 2.8643 1.9767 -0.145 0.017 -0.001
As -1.4796 1.5495 0.7533 0.085 0.100 -0.080
N 0.1467 1.0382 1.4176 -0.131 -0.004 0.274
C 1.0835 1.9237 1.9300 0.088 -0.044 -0.212
C 2.4106 1.8681 1.4563 -0.004 -0.044 -0.029
C 3.4074 2.7098 1.9110 0.010 0.006 -0.001
C 3.1352 3.6725 2.8782 -0.009 0.003 -0.010
C 1.8399 3.7478 3.3730 0.003 -0.059 0.058
C 0.8419 2.8994 2.9177 0.138 -0.237 0.215
C -0.8074 2.6449 -0.8024 -0.029 -0.007 0.037
C -0.0347 3.8120 -0.7927 -0.068 0.082 0.126
C 0.3494 4.5346 0.4742 -0.047 0.066 -0.205
C 0.3669 4.3937 -1.9969 -0.004 0.001 -0.033
C 0.0383 3.8468 -3.2245 -0.019 -0.007 0.032
C 0.4377 4.5120 -4.5153 0.006 -0.021 0.053
C -0.6963 2.6678 -3.2288 0.025 0.013 -0.024
C -1.1212 2.0660 -2.0496 -0.066 0.016 -0.016
C -1.9759 0.8215 -2.1680 0.064 0.004 -0.006
C -3.1565 3.9648 1.5268 0.083 -0.031 0.050
C -3.3047 4.3320 0.0700 0.048 -0.087 0.037
C -3.8749 4.7342 2.4367 -0.015 0.000 0.002
H -4.6625 4.8675 5.7591 -0.007 0.005 0.004
H -5.7069 5.4343 4.4513 -0.003 0.006 0.007
H -4.2173 6.2981 4.8240 -0.004 0.003 0.013
H -3.3474 2.9650 5.2404 0.001 -0.009 -0.005
H -1.8175 1.2109 4.9054 -0.024 -0.008 0.002
H -1.1811 0.7731 3.3185 0.045 0.053 0.044
H -2.8451 0.3923 3.7251 0.000 0.028 0.019
H 2.6413 1.1240 0.7075 -0.002 -0.022 0.041
H 4.4100 2.6124 1.5059 0.000 -0.014 -0.003
H 3.9144 4.3305 3.2449 -0.012 0.015 -0.010
H 1.5940 4.4859 4.1301 -0.009 -0.010 0.005
H -0.1462 3.0089 3.3293 -0.171 -0.046 0.043
H -0.3071 4.2801 1.3015 -0.029 0.063 -0.090
H 0.3115 5.6163 0.3164 -0.010 0.021 -0.025
H 1.3663 4.2740 0.7776 -0.077 0.074 -0.063
H 0.9371 5.3190 -1.9627 -0.002 -0.001 -0.001
H 0.8088 5.5222 -4.3347 0.002 -0.005 -0.008
H -0.4119 4.5766 -5.1990 0.014 0.012 -0.008
H 1.2242 3.9499 -5.0203 0.073 -0.051 -0.037
H -0.9602 2.2119 -4.1797 -0.015 -0.005 0.004
H -2.0639 0.5281 -3.2172 0.027 -0.017 0.005
H -2.9791 0.9912 -1.7728 -0.006 -0.024 -0.002
H -1.5749 -0.0131 -1.5887 -0.002 0.000 -0.007
H -3.4649 3.4444 -0.5441 0.019 -0.007 -0.037
H -2.4285 4.8389 -0.3261 0.130 0.030 -0.056
H -4.1659 4.9918 -0.0546 0.012 -0.013 -0.009
H -4.4375 5.5890 2.0686 0.006 0.002 -0.009

# 2
80
Properties=species:S:1:pos:R:3:forces:R:3 method="wB97M-V/def2-TZVPD" e_homo_ev=-9.721 multiplicity=1 charge=+1
C -4.4968 1.4749 2.5904 -0.100 -0.170 0.484
N -3.5852 0.9935 1.5801 0.177 0.179 -0.509
C -3.5289 1.5681 0.3424 -1.135 0.958 -0.257
O -4.2385 2.4942 -0.0479 1.298 -1.513 0.528
C -2.4512 0.8300 -0.4470 -0.424 0.429 -0.648
C -1.3070 1.7692 -0.8847 0.312 -0.330 0.219
C -1.7800 2.8174 -1.8285 -0.440 0.315 -0.943
C -2.3971 2.6486 -3.0620 0.436 0.550 1.097
N -2.7502 3.8880 -3.5608 0.093 0.006 0.074
C -2.3594 4.8781 -2.6669 0.207 -0.631 0.230
C -2.5083 6.2565 -2.7432 0.215 0.387 0.344
C -2.0268 7.0182 -1.6696 -0.207 -0.448 -0.486
C -1.4324 6.3973 -0.5549 0.129 -0.535 0.179
C -1.2888 5.0050 -0.4804 -0.061 0.587 -0.151
C -1.7380 4.2382 -1.5578 -0.558 -0.178 -0.684
N -2.0255 -0.2136 0.4865 1.828 -1.862 -0.983
C -1.1096 -1.1369 0.1323 -1.517 1.617 0.061
C -0.6567 -2.1298 0.9966 0.984 -1.638 0.756
C 0.2679 -3.1249 0.6918 -1.138 0.941 -0.175
C 0.6826 -4.1608 1.6083 0.269 -0.842 0.865
C 1.6389 -5.1436 1.2197 -0.390 0.470 0.039
C 2.0482 -6.1415 2.1004 -0.117 0.013 0.223
C 1.5214 -6.2064 3.4007 -0.058 0.367 -0.458
C 0.5687 -5.2608 3.8044 -0.071 0.173 -0.199
C 0.1489 -4.2598 2.9289 0.285 -0.114 -0.329
C -2.7039 -0.1533 1.7927 -0.506 0.437 0.989
C -1.7275 0.1554 2.9425 0.137 0.176 -0.149
C -3.5558 -1.4002 2.0963 -0.024 0.010 -0.355
H -5.0285 2.3452 2.1989 0.167 -0.206 -0.013
H -5.2179 0.6936 2.8576 0.010 0.217 -0.057
H -3.9467 1.7579 3.4956 -0.147 0.058 -0.159
H -2.9172 0.3752 -1.3420 0.195 0.137 0.410
H -0.8774 2.2531 0.0107 -0.080 -0.261 -0.298
H -0.5061 1.1547 -1.3342 -0.175 0.181 0.217
H -2.6342 1.7261 -3.5827 0.026 0.317 -0.016
H -3.2215 4.0595 -4.4419 0.229 -0.131 0.403
H -2.9766 6.6939 -3.6235 0.102 0.130 0.281
H -2.1155 8.1047 -1.6965 0.014 -0.325 0.010
H -1.0761 7.0190 0.2676 -0.114 -0.185 -0.222
H -0.8433 4.5061 0.3838 -0.054 0.351 -0.171
H -0.7555 -1.0878 -0.9044 -0.061 0.131 0.404
H -1.0771 -2.1364 1.9988 0.335 -0.022 -0.470
H 0.6649 -3.1567 -0.3273 0.071 -0.012 0.313
H 2.0468 -5.1028 0.2068 -0.052 -0.016 0.309
H 2.7844 -6.8819 1.7832 -0.234 0.263 0.049
H 1.8481 -6.9855 4.0929 -0.106 0.261 -0.265
H 0.1473 -5.3056 4.8111 0.138 0.011 -0.358
H -0.6098 -3.5487 3.2643 0.305 -0.278 -0.023
H -1.2176 1.1092 2.7451 -0.131 -0.259 0.106
H -2.2849 0.2275 3.8854 0.164 0.001 -0.280
H -0.9675 -0.6211 3.0521 -0.127 0.231 0.122
H -4.3144 -1.5209 1.3112 0.147 -0.010 0.230
H -2.9511 -2.3084 2.1344 -0.225 0.108 0.071
H -4.0569 -1.2769 3.0651 0.165 -0.011 -0.302
C 2.8500 3.0310 1.4186 -0.057 -0.206 -0.159
C 2.5567 3.1553 0.0543 0.020 -0.155 0.014
C 2.4648 2.0138 -0.7493 0.041 -0.019 0.422
C 2.6488 0.7485 -0.1824 -0.070 -0.089 -0.112
C 2.5358 -0.4897 -1.0506 0.179 0.008 -0.032
N 3.8360 -0.8724 -1.5692 -0.083 -0.752 -0.639
C 3.8733 -1.9075 -2.3470 0.307 1.038 0.700
N 5.0170 -2.3595 -2.9517 0.080 0.538 0.341
C 4.8045 -3.5207 -3.7759 0.645 -0.177 -0.181
C 3.3072 -3.7902 -3.6288 -0.358 -0.436 -0.235
N 2.8673 -2.7593 -2.7247 -0.767 0.244 0.471
C 2.9549 0.6185 1.1751 -0.126 0.415 -0.113
C 3.0539 1.7616 1.9751 -0.053 -0.032 -0.145
H 2.9246 3.9227 2.0452 -0.019 -0.298 -0.206
H 2.3995 4.1390 -0.3928 0.075 -0.260 0.187
H 2.2626 2.0928 -1.8223 0.025 0.046 0.377
H 2.1001 -1.2960 -0.4236 0.003 0.128 -0.207
H 1.8311 -0.2548 -1.8773 0.039 -0.177 0.193
H 5.9014 -1.8847 -2.8124 -0.465 -0.224 -0.077
H 5.0680 -3.3351 -4.8229 0.035 -0.055 0.147
H 5.3951 -4.3671 -3.4090 -0.057 0.033 -0.179
H 2.7977 -3.7253 -4.5940 0.000 -0.067 0.081
H 3.1344 -4.7810 -3.2022 -0.066 -0.020 -0.130
H 1.8966 -2.6093 -2.4785 0.577 0.049 -0.227
H 3.1242 -0.3804 1.5885 -0.047 0.345 -0.064
H 3.2901 1.6557 3.0351 -0.041 0.093 -0.282

# 3
130
Properties=species:S:1:pos:R:3:forces:R:3 method="wB97M-V/def2-TZVPD" e_homo_ev=-8.501 multiplicity=1
C -2.1665 4.4781 -4.5227 0.207 -0.112 -0.229
C -0.8968 3.7685 -5.3085 -0.601 0.184 0.842
C -0.3244 2.4492 -4.5008 1.005 0.051 -0.835
C 0.2903 1.3446 -5.5778 -0.097 0.198 -0.062
C -0.4007 -0.1351 -5.4309 0.248 -0.074 -0.798
C 0.5758 -1.2747 -4.7387 -1.181 -0.220 0.237
C 0.2175 -1.5077 -3.1459 0.468 0.218 0.314
C 0.5450 -3.0688 -2.7680 -0.390 0.697 0.474
C 0.2263 -3.4495 -1.1734 0.904 -1.381 -0.806
C 1.3819 -2.8423 -0.1848 0.587 -0.622 -0.276
C 0.7985 -2.2054 1.2382 0.999 -0.304 -0.977
C -0.1721 -1.0110 0.6767 -1.119 0.711 -1.003
O -0.0818 0.2681 1.3956 1.086 0.127 -1.519
C 0.5756 1.3110 0.5838 1.044 1.495 -0.339
C 1.3049 2.4972 1.5106 -0.279 -1.220 -1.712
O 0.3460 3.4429 2.1023 2.766 -0.628 1.439
C 0.9475 3.9140 3.3937 -0.910 0.142 0.907
C 0.1354 3.0449 4.5685 0.919 -0.294 -1.859
O -1.2975 3.1924 4.2452 0.868 0.680 2.338
C -2.1018 3.4403 5.4729 -0.390 -1.170 -0.709
C -3.6715 3.0699 5.0433 0.968 -0.030 -0.276
C 2.1193 -1.7552 2.1649 0.106 0.814 0.345
N 1.8143 -0.9676 3.4583 -0.821 -0.876 -0.386
N 3.1209 -0.8575 1.5130 0.075 -1.465 -0.236
C 4.5574 -1.1785 1.7930 1.831 0.400 -1.268
C 5.0552 -0.9760 3.3402 -0.641 -1.357 0.778
C 2.4716 -3.2208 2.7572 3.142 -3.763 0.766
O 3.5170 -4.0367 2.7601 -6.013 5.321 -0.111
N 1.1590 -3.6452 3.3731 0.266 0.659 -2.416
C 0.1396 -3.3661 2.2476 1.323 -1.256 2.122
F 0.0280 -4.7654 1.6851 0.047 2.885 -0.090
P -1.6524 -3.1076 2.8827 -1.419 -0.663 0.105
C -1.7775 -1.7387 4.2062 0.557 1.547 -0.068
C -2.1334 -4.7298 3.8492 0.576 -1.071 1.559
H -2.0584 4.4104 -3.3410 -0.075 0.351 -2.660
H -2.2065 5.6147 -4.8682 -0.220 -2.564 1.011
H -3.1738 3.9119 -4.7995 2.107 1.261 0.487
H -0.0306 4.5527 -5.3796 -1.584 -1.478 0.020
H -1.2625 3.5261 -6.3997 0.867 0.262 2.127
H 0.5825 2.7932 -3.8322 -2.159 -0.626 -1.220
H -1.1188 1.9243 -3.8181 1.359 1.148 -1.353
H 1.4752 1.2500 -5.5077 -2.663 0.154 0.006
H 0.0670 1.7738 -6.6508 0.415 -0.931 2.024
H -1.4652 -0.0664 -4.9060 2.575 -0.086 -0.901
H -0.6239 -0.5210 -6.5311 0.489 0.770 2.070
H 0.3510 -2.3089 -5.2907 0.708 2.221 1.191
H 1.7073 -0.9745 -4.8644 -2.346 -0.650 0.199
H -0.9055 -1.2226 -2.8679 2.251 -0.785 -0.890
H 0.8830 -0.7577 -2.4980 -1.281 -1.613 -1.352
H -0.1134 -3.7642 -3.4426 1.387 1.416 1.320
H 1.6948 -3.2425 -3.0037 -2.411 0.137 0.600
H -0.8771 -3.2259 -0.8574 2.126 -0.139 -0.623
H 0.3414 -4.6371 -1.1275 -0.467 2.629 0.109
H 2.1886 -3.6974 0.0234 -1.831 1.855 -0.227
H 1.9729 -2.0332 -0.8336 -1.360 -1.431 1.757
H 0.0883 -0.7611 -0.4615 -0.370 -0.963 2.472
H -1.3306 -1.2966 0.6558 2.597 0.252 0.312
H 1.4611 0.8917 -0.0984 -1.904 0.597 1.605
H -0.1545 1.8592 -0.1732 1.043 -1.294 1.638
H 1.9472 3.1259 0.7260 -0.959 -1.456 1.700
H 1.9674 1.9171 2.2848 -1.223 1.280 -1.350
H 2.1074 3.7587 3.4427 -2.216 0.075 -0.112
H 0.7676 5.0838 3.5078 0.113 -2.570 -0.253
H 0.4050 1.9074 4.3296 -0.424 2.338 0.849
H 0.4287 3.3611 5.6566 -0.654 -0.556 -2.046
H -1.9670 4.5586 5.7942 -0.292 -2.120 -0.335
H -1.6895 2.6654 6.2787 -1.084 1.931 -1.381
H -4.0191 2.1455 5.6766 0.412 2.062 -1.151
H -4.3401 4.0247 5.1626 1.104 -2.100 -0.105
H -3.6744 2.7272 3.9005 0.118 0.890 2.563
H 0.7870 -0.8468 3.5869 1.199 -0.287 0.108
H 2.2767 -1.4216 4.2762 -0.841 0.532 -0.839
H 2.9160 -0.6173 0.5217 0.440 -0.754 1.137
H 4.8236 -2.2595 1.3655 -0.354 2.138 1.360
H 5.2141 -0.4306 1.1332 -1.565 -1.485 1.349
H 4.6263 -0.0133 3.8750 1.006 -1.833 -1.464
H 4.6214 -1.9040 3.9531 0.980 1.973 -1.166
H 6.2388 -1.0670 3.4670 -2.674 0.391 -0.561
H 0.9077 -3.2868 4.3179 0.432 -0.259 -1.348
H -1.6306 -0.7019 3.6353 -0.295 -2.146 1.112
H -0.9448 -1.7731 5.0304 -1.803 -0.068 -1.231
H -2.8800 -1.7116 4.6404 2.501 -0.385 -0.796
H -2.0284 -4.5731 5.0279 -0.182 -0.209 -2.646
H -1.4432 -5.6376 3.5878 -1.191 1.862 0.241
H -3.2390 -5.0667 3.6465 2.152 1.000 0.187
O -3.9292 -3.6486 6.3243 -0.233 -0.341 0.013
H -4.6505 -3.8277 5.7026 0.209 0.091 0.139
H -3.6369 -4.5292 6.6037 -0.123 0.323 -0.057
O 3.7115 -4.4306 -2.2623 0.260 -0.226 0.305
H 4.5879 -4.1983 -1.9206 -0.276 -0.057 -0.119
H 3.3878 -5.0998 -1.6407 0.098 0.234 -0.171
O -5.0529 -4.0750 2.2148 -0.243 -0.012 -0.508
H -4.2104 -3.9171 1.7629 0.055 0.114 0.164
H -5.6099 -4.4840 1.5355 0.170 -0.028 0.271
O 3.0773 6.2109 2.5608 -0.310 -0.162 -0.162
H 2.6633 7.0589 2.7808 0.045 -0.016 0.096
H 2.3328 5.6470 2.3025 0.332 0.270 0.002
O -1.2980 6.3817 2.9724 -0.019 0.084 0.504
H -1.5759 6.8805 3.7552 0.017 -0.145 -0.336
H -1.2273 5.4687 3.2895 -0.154 -0.069 -0.189
O 1.9944 1.6716 -2.4180 0.422 0.307 0.243
H 1.7398 2.4381 -1.8827 0.026 -0.225 -0.161
H 2.7422 1.9918 -2.9445 -0.218 -0.194 0.075
O 0.7579 -4.8605 -5.9080 0.163 -0.107 0.049
H 1.5980 -4.9416 -5.4320 -0.382 0.070 -0.085
H 0.1574 -5.4476 -5.4246 0.249 0.056 0.079
O -2.4202 7.7328 -3.8123 0.233 0.683 0.047
H -2.0854 8.5060 -4.2908 -0.148 -0.262 0.111
H -2.3064 7.9677 -2.8791 -0.106 -0.356 -0.190
O -3.0169 -1.6642 -5.2337 -0.447 -0.011 -0.411
H -3.8730 -1.3194 -5.5288 0.256 -0.149 0.140
H -2.4403 -1.5497 -6.0040 -0.090 -0.062 0.294
O 2.0313 8.6705 3.8425 -0.069 0.168 0.485
H 1.2239 8.6359 4.3771 0.220 -0.043 -0.286
H 2.7097 8.9775 4.4626 -0.139 -0.119 -0.263
O -2.3250 5.8646 -1.4050 0.125 -0.175 0.445
H -1.4849 5.7835 -0.9291 -0.269 0.036 -0.094
H -2.9255 5.2775 -0.9216 0.166 0.239 -0.148
O 1.0278 -7.8683 -5.0963 0.222 -0.279 -0.446
H 1.8702 -7.7104 -5.5483 -0.295 -0.046 0.103
H 0.4708 -8.2773 -5.7756 0.176 0.159 0.232
O -0.1865 -6.0989 -3.1317 -0.133 -0.294 0.462
H 0.6536 -6.1799 -2.6558 -0.261 0.001 -0.296
H -0.7870 -6.6860 -2.6483 0.196 0.173 -0.225
O 3.5496 0.1636 -6.0584 0.586 -0.016 -0.128
H 4.1337 0.8333 -6.4446 -0.231 -0.183 0.092
H 4.0855 -0.6437 -6.0608 -0.231 0.207 0.016
O -6.4523 -1.3299 1.0841 -0.281 -0.402 -0.252
H -7.1736 -1.5090 0.4623 0.251 0.168 0.209
H -6.1600 -2.2105 1.3634 0.100 0.234 0.150

# 4
13
Properties=species:S:1:pos:R:3:forces:R:3 method="wB97M-V/def2-TZVPD" e_homo_ev=-2.604 multiplicity=1 de_lowest_kj_mol=120.16 charge=-1
C -2.3505 -0.1476 1.0657 0.007 0.421 -0.516
S -2.5733 0.1047 -0.7454 -0.095 -0.134 0.060
H -3.2909 -0.0104 1.6018 -0.063 -0.121 0.012
H -1.6689 0.6261 1.4216 0.135 -0.136 0.268
H -1.9482 -1.1366 1.2890 0.026 -0.002 0.099
C 2.5418 -0.1308 0.0385 -0.588 -0.377 -1.119
C 1.2064 -0.1188 -0.2428 0.237 0.913 0.732
N 0.6677 0.2772 -1.4065 -0.412 -0.859 -0.278
H 3.1277 -0.2979 -0.8641 0.608 0.761 0.246
H 2.9524 0.2597 0.9519 0.133 -0.811 0.393
H 0.4420 -0.3475 0.4955 0.004 0.447 0.209
H 1.2544 0.6397 -2.1346 -0.003 0.036 0.000
H -0.3605 0.2822 -1.4707 0.012 -0.138 -0.105